No. 1
Molecular formula: C27H63N9O9
Method: DFT, the ωB97M-V functional and the def2-TZVPD basis

Properties
LUMO energy	0.425	eV
frontier orbital gap	9.65	eV
ΔE to the lowest compared entry with this formula, charge and spin	236.4	kJ/mol
net charge	0
SMILES	CNC(C)=O.CNC(C)=O.CNC(C)=O.CNC(C)=O.CNC(C)=O.CNC(C)=O.CNC(C)=O.CNC(C)=O.CNC(C)=O
electronic energy	-60862.245	eV
F_max	4.30	eV Å⁻¹
multiplicity	1

The geometry in XYZ format:
```
108
Properties=species:S:1:pos:R:3:forces:R:3:mulliken_charge:R:1
C 6.655698 6.559134 18.673396 -0.1 0.7 -1.2 -0.71
N 5.776160 5.474046 18.255397 -2.4 -1.6 -0.4 0.04
C 4.462641 5.372754 18.699616 0.1 0.1 -1.8 0.10
C 3.545585 4.402262 17.936846 -0.4 -0.1 1.2 -0.41
O 3.950492 6.094265 19.536235 0.4 1.0 1.0 -0.47
H 6.355568 7.542074 18.191828 -0.2 -1.0 0.7 0.19
H 7.676093 6.446871 18.244843 -0.6 -0.5 0.9 0.35
H 6.547957 6.619940 19.756790 0.7 0.3 -0.1 0.24
H 5.978901 4.623562 17.688161 0.8 1.3 0.6 0.26
H 4.176545 3.874932 17.233556 -0.5 -0.9 0.0 0.51
H 2.705796 4.893586 17.418029 0.8 0.5 0.0 0.21
H 2.903570 3.826684 18.681987 1.4 0.1 -0.8 -0.41
C 3.739205 0.492438 18.222397 -0.3 2.2 0.2 -1.02
N 4.504377 0.988449 19.322979 2.1 1.6 0.7 -0.05
C 5.615650 1.849208 19.157469 -2.9 -2.3 -2.1 0.79
C 6.165894 2.313830 20.429540 0.7 1.0 1.0 -0.54
O 5.953758 2.189833 18.016793 0.4 0.3 1.2 -0.71
H 2.656609 0.727476 18.267729 0.6 0.1 0.0 0.23
H 3.865933 -0.520971 18.097412 0.2 -2.5 -0.2 0.43
H 4.236331 0.989918 17.406180 -0.4 0.1 -0.9 0.35
H 4.311501 0.817114 20.292254 -0.6 -0.4 0.3 0.17
H 5.675176 3.330295 20.504251 1.0 -0.8 0.5 -0.12
H 7.267924 2.365590 20.347871 -0.6 0.4 0.1 0.36
H 5.918024 1.693885 21.322134 -0.1 0.5 -0.8 0.26
C 3.585937 9.132417 17.735884 0.0 -0.1 0.8 -1.00
N 4.026196 9.019222 19.149813 -0.7 0.3 -1.7 0.22
C 3.901271 10.070040 19.993376 0.6 -0.2 0.8 0.30
C 4.566725 9.733506 21.352031 -0.2 -0.8 -0.1 -0.67
O 3.395050 11.139036 19.691232 0.2 -0.4 0.2 -0.70
H 4.145216 9.914675 17.202681 -0.3 -0.1 0.3 0.32
H 2.503173 9.297598 17.639076 0.3 0.2 0.1 0.23
H 3.790679 8.182159 17.260735 0.2 -0.3 -0.1 0.34
H 4.240599 8.088092 19.487052 0.0 0.1 0.1 0.00
H 3.947435 8.937295 21.867650 0.5 1.1 -0.3 -0.02
H 4.722341 10.631972 21.980562 -0.2 -0.6 -0.4 0.53
H 5.527310 9.204753 21.124427 -0.6 0.7 0.3 0.35
C -2.095614 5.301074 20.072951 -0.4 1.3 -0.7 -0.62
N -1.427842 6.296440 19.224665 1.0 -0.8 0.8 -0.31
C -0.115086 6.044449 18.882539 -1.2 1.9 -2.0 0.88
C 0.248693 6.912369 17.650312 -0.5 -0.4 0.2 -1.60
O 0.625305 5.258763 19.394028 0.5 -0.9 0.9 -0.26
H -2.170131 4.412500 19.505587 -0.1 -1.4 -0.4 0.36
H -3.126442 5.622820 20.287790 0.6 0.0 0.3 0.34
H -1.474281 5.131609 20.935795 -0.2 0.1 0.3 -0.06
H -1.909163 6.720002 18.460478 -0.7 0.2 0.0 0.27
H -0.168867 7.910919 17.691982 0.1 0.3 0.4 0.47
H -0.197492 6.504190 16.742703 0.0 -0.4 0.0 0.45
H 1.301332 6.953552 17.493014 0.8 0.1 0.1 0.17
C 8.255250 6.947110 25.824995 -2.8 -0.3 1.3 -0.87
N 8.004724 8.189523 25.125103 -0.5 0.4 1.8 -0.20
C 8.121303 8.336125 23.800712 1.0 -2.0 -2.7 0.79
C 7.698824 9.690926 23.272739 -0.4 -1.5 1.3 -0.94
O 8.497139 7.396913 23.035722 -0.7 2.1 2.0 -0.70
H 8.341279 7.075091 26.942627 0.5 0.3 -1.3 0.30
H 9.047445 6.463113 25.357643 1.6 -0.9 -0.4 0.37
H 7.361446 6.256409 25.746250 0.8 0.6 -0.2 0.23
H 7.478211 8.879178 25.667459 0.5 -0.2 -0.7 0.24
H 6.644176 9.562898 23.153098 -0.9 0.1 -0.5 -0.01
H 8.160000 9.956416 22.359007 0.5 0.3 -0.7 0.35
H 7.775311 10.379146 24.079159 0.4 1.1 0.3 0.42
C 2.871419 0.848883 24.633706 -1.3 -0.8 1.5 -0.99
N 1.909423 1.098879 23.571123 0.1 -0.4 0.6 -0.23
C 2.383827 1.209118 22.322106 -2.6 1.1 1.1 0.49
C 1.472055 1.709351 21.229420 -0.9 0.3 -0.2 0.34
O 3.544347 1.003119 22.174873 3.6 -0.9 -1.8 -0.71
H 2.361736 1.192990 25.571428 0.3 -1.0 -0.6 0.35
H 3.708217 1.472712 24.613862 1.4 1.2 -0.7 0.32
H 3.318310 -0.187418 24.698463 -1.1 0.9 -0.1 0.25
H 1.071037 1.562086 23.868244 -0.5 0.1 -0.1 0.46
H 2.064809 2.318342 20.568676 0.4 0.0 -0.5 -0.31
H 0.665742 2.388998 21.546672 0.3 -0.4 0.5 -0.40
H 0.958874 0.923943 20.658048 0.5 0.0 0.2 0.41
C 4.143996 8.511510 26.936729 0.4 -0.7 -1.9 -0.80
N 3.341659 9.099391 25.848196 0.3 -0.3 -0.2 -0.04
C 3.613659 10.335064 25.259819 -1.6 -1.9 0.4 0.73
C 2.436975 10.715785 24.372869 -0.1 0.0 -1.4 -0.73
O 4.591076 10.993461 25.515660 0.4 0.3 0.0 -0.65
H 3.441089 7.833635 27.404209 0.4 -0.4 0.4 0.38
H 4.450177 9.261950 27.616519 0.1 0.9 0.7 0.36
H 5.109623 7.984833 26.597476 -1.5 0.5 0.3 0.03
H 2.603408 8.480341 25.443931 1.0 1.1 0.4 0.13
H 1.481137 10.645302 24.962066 0.9 -0.1 -0.9 0.36
H 2.434758 10.083503 23.405967 -0.2 0.6 1.8 -0.16
H 2.563151 11.728645 23.988964 0.0 0.1 0.3 0.36
C 3.698210 5.174809 23.091103 0.9 0.2 -0.7 -0.71
N 2.815014 5.874862 22.214138 -1.0 1.2 0.0 0.89
C 1.962149 6.850108 22.699829 2.0 -1.7 -2.9 1.15
C 1.474991 7.748730 21.625910 -2.4 0.7 -0.6 -0.98
O 1.648036 6.952508 23.854331 -0.3 0.6 2.0 -0.75
H 3.246661 5.382588 24.029890 0.3 -0.3 1.3 0.09
H 4.735475 5.595767 23.006066 -0.8 -0.4 0.3 0.24
H 3.744582 4.109025 22.874987 -0.1 -0.1 0.1 0.09
H 3.037906 5.925056 21.233000 0.1 0.0 -0.2 -0.28
H 1.863103 7.649422 20.593152 0.1 -0.1 0.8 -0.05
H 1.524864 8.771375 21.988853 0.4 0.2 -0.1 0.17
H 0.356699 7.619954 21.584726 0.9 -0.1 -0.2 0.20
C 1.265931 4.775549 26.176278 -0.7 -0.3 0.4 -0.88
N 0.256724 5.011065 25.126984 0.6 -0.3 1.3 -0.06
C -0.318362 3.970512 24.516387 -1.1 2.2 -1.8 0.75
C -1.295930 4.303427 23.401574 0.0 2.5 1.0 -0.71
O -0.083326 2.820586 24.728526 0.9 -2.7 1.1 -0.78
H 1.567218 5.709794 26.684883 -0.7 -0.4 -0.2 0.31
H 2.206579 4.421799 25.752269 -0.2 -0.5 -0.1 0.21
H 0.818845 4.013787 26.888838 0.9 1.0 -0.7 0.31
H 0.060099 5.949243 24.840282 0.1 0.1 -0.2 0.27
H -0.980408 3.956413 22.461056 0.8 -0.6 -1.0 -0.17
H -1.458429 5.404892 23.327519 0.2 -0.6 -0.1 0.29
H -2.257085 3.890052 23.557678 -0.9 -0.7 0.5 0.44
```
Forces are in eV/Å.

No. 2
Molecular formula: C3H18N6O6
Method: DFT, the ωB97M-V functional and the def2-TZVPD basis

Properties
LUMO energy	0.435	eV
frontier orbital gap	10.09	eV
ΔE to the lowest compared entry with this formula, charge and spin	0.0	kJ/mol
net charge	0
SMILES	NC(N)=O.NC(N)=O.NC(N)=O.O.O.O
electronic energy	-24632.546	eV
F_max	2.83	eV Å⁻¹
multiplicity	1

The geometry in XYZ format:
```
33
Properties=species:S:1:pos:R:3:forces:R:3:mulliken_charge:R:1
N 0.703341 -9.664155 -4.529246 -0.6 -2.5 1.2 -0.36
C 0.123106 -10.039410 -5.699897 1.0 2.1 0.5 0.50
N -0.613080 -11.195241 -5.663352 0.0 0.4 -1.1 -0.47
O 0.239255 -9.259502 -6.649367 -0.6 -0.7 -0.9 -0.75
H 0.803094 -10.411021 -3.820918 0.0 1.0 -0.4 0.27
H 1.255135 -8.846718 -4.486011 0.4 0.5 -0.2 0.20
H -0.758635 -11.495809 -6.603695 -0.5 -0.1 -0.7 0.30
H -0.139633 -11.927180 -5.192064 0.3 -0.7 1.1 0.36
N 0.475718 -11.368129 -11.447822 1.9 -0.1 -0.4 -0.33
C 1.786954 -11.750501 -11.833760 -2.4 -0.4 -0.2 0.53
N 2.699786 -10.743600 -11.832962 1.6 -0.1 0.3 -0.49
O 2.024220 -12.890323 -12.222088 0.1 0.4 0.4 -0.65
H 0.334648 -10.462701 -11.008859 -0.2 -0.4 -0.2 0.21
H -0.258199 -12.046396 -11.592942 0.2 0.3 0.2 0.24
H 3.676801 -11.064460 -11.799293 -0.9 0.1 -0.3 0.26
H 2.551362 -10.005413 -11.174329 -0.4 0.3 0.3 0.28
N 0.970864 -13.253046 -9.039854 1.9 -1.0 0.2 -0.50
C 1.627949 -13.827116 -7.935281 -0.4 -2.0 -1.6 0.61
N 1.958894 -15.156910 -8.023852 -0.3 -0.3 -1.5 -0.38
O 1.862534 -13.215635 -6.931472 0.2 1.5 2.0 -0.75
H 1.550807 -13.489803 -9.878145 -1.1 0.5 0.4 0.23
H 1.002088 -12.263170 -8.843743 -0.1 0.3 -0.5 0.27
H 2.345310 -15.649180 -7.243696 0.1 0.3 0.3 0.21
H 1.838116 -15.722275 -8.872007 -0.1 0.8 0.7 0.19
O 2.406087 -14.221729 -4.470297 -0.3 0.8 -2.3 -0.73
H 3.322652 -14.148907 -4.227487 0.6 0.0 0.4 0.33
H 2.397451 -13.834510 -5.441475 -0.4 -0.8 1.9 0.48
O 0.702144 -12.349844 -3.366500 0.7 0.1 -0.4 -0.72
H 1.335183 -13.022223 -3.703478 0.0 0.0 0.1 0.39
H 0.094305 -12.830660 -2.824017 -0.6 -0.4 0.5 0.28
O 1.379107 -9.273755 -9.459708 0.2 -0.1 -0.6 -0.62
H 0.946799 -9.376887 -8.604549 -0.2 0.1 0.6 0.36
H 1.700240 -8.368249 -9.489653 -0.1 0.0 0.2 0.26
```
Forces are in eV/Å.

No. 3
Molecular formula: C2H7N3P
Method: DFT, the ωB97M-V functional and the def2-TZVPD basis

Properties
LUMO energy (spin up / spin down)	-5.533 / -5.535	eV
frontier orbital gap (spin up / spin down)	7.85 / 7.85	eV
ΔE to the lowest compared entry with this formula, charge and spin	439.4	kJ/mol
net charge	+1
SMILES	NN1CC[PH]#[N+]1
electronic energy	-15936.465	eV
F_max	5.03	eV Å⁻¹
multiplicity	1

The geometry in XYZ format:
```
13
Properties=species:S:1:pos:R:3:forces:R:3:mulliken_charge:R:1
N 1.447716 1.459029 0.124444 0.5 2.1 0.6 -0.66
N 0.406178 0.662155 0.082938 -3.4 2.9 -2.3 0.95
C 0.549113 -0.725019 -0.317801 0.8 -1.3 -1.3 -0.39
C -0.853249 -1.372957 -0.070772 -0.2 1.6 2.1 -0.58
P -1.985735 0.155640 -0.245352 -0.9 -1.2 -2.7 0.15
N -0.752153 1.255953 -0.097709 3.7 -1.2 1.6 -0.53
H 2.396120 1.094487 -0.014238 -0.8 0.4 0.2 0.27
H 1.143294 2.477204 0.253837 1.2 -2.0 -0.3 0.34
H 1.264379 -1.127481 0.384881 0.4 -0.4 -0.1 0.28
H 1.068379 -0.709571 -1.400109 -1.6 -0.3 2.2 0.33
H -1.165191 -2.246321 -0.654048 0.3 0.5 0.1 0.40
H -0.928600 -1.536254 1.057342 0.3 -0.5 -1.5 0.32
H -2.590254 0.613130 0.896593 -0.3 -0.4 1.2 0.13
```
Forces are in eV/Å.